Record 1
Computed, not measured: 4 unconnected molecules or ions with the total composition C12H34N2O4 in a non-equilibrium geometry, with ωB97M-V with the def2-TZVPD basis set.

Output
HOMO (alpha / beta)   -12.7 / -12.1 eV
Multiplicity   2
LUMO (alpha / beta)   -0.073 / -0.290 Eh
Net charge   +1
<S²>   0.757

Last column: Mulliken spin population.
CARTESIAN COORDINATES (ANGSTROEM)
C  1.853  0.134  -2.118  -0.001
C  0.639  -0.632  -1.553  -0.024
C  -0.303  -1.045  -2.683  0.046
O  -1.353  -1.693  -2.092  0.003
C  -2.335  -2.147  -3.059  0.003
N  0.946  -1.801  -0.685  0.741
H  2.397  -0.461  -2.852  0.000
H  2.488  0.443  -1.288  0.003
H  1.472  0.932  -2.756  -0.003
H  -0.073  -0.062  -0.955  0.065
H  0.195  -1.799  -3.293  0.000
H  -0.494  -0.147  -3.271  0.000
H  -1.989  -2.577  -3.999  0.000
H  -2.887  -1.251  -3.343  -0.001
H  -2.934  -2.885  -2.525  0.000
H  0.133  -2.211  -0.248  -0.010
H  1.518  -1.519  0.098  -0.031
C  2.105  -3.358  3.722  0.006
C  1.440  -2.515  2.588  -0.014
C  -0.025  -2.105  3.022  0.000
O  -0.747  -1.648  1.849  0.004
C  -2.162  -1.462  2.199  0.000
N  2.305  -1.275  2.415  0.187
H  1.833  -3.165  4.759  0.001
H  3.183  -3.251  3.603  -0.001
H  1.812  -4.401  3.595  0.001
H  1.387  -3.191  1.734  0.016
H  0.108  -1.339  3.786  0.001
H  -0.540  -2.929  3.515  0.000
H  -2.380  -0.779  3.020  0.001
H  -2.687  -2.344  2.567  0.000
H  -2.546  -0.998  1.291  0.000
H  3.206  -1.438  1.989  -0.007
H  1.780  -0.495  2.047  -0.006
C  -1.080  1.934  1.821  0.000
C  0.393  2.234  1.409  0.003
O  0.885  0.948  1.007  0.002
H  -1.098  1.172  2.600  0.000
H  -1.696  1.532  1.017  0.000
H  -1.573  2.870  2.085  0.000
H  1.096  2.603  2.156  0.000
H  0.548  2.928  0.584  0.000
H  0.384  0.707  0.224  0.014
C  -0.783  3.364  -3.077  0.000
C  -0.656  4.860  -2.732  0.000
O  -0.298  4.980  -1.388  0.000
H  0.050  2.924  -2.528  0.000
H  -0.797  3.169  -4.149  0.000
H  -1.660  2.902  -2.624  0.000
H  -1.602  5.365  -2.927  0.000
H  0.138  5.304  -3.334  0.000
H  0.402  5.615  -1.221  0.000

Record 2
Computed, not measured: C2H3N3S in the gas phase in a non-equilibrium geometry, with ωB97M-V with the def2-TZVPD basis set.

Output
HOMO   -9.7 eV
Multiplicity   1
LUMO   0.003 Eh
Net charge   0
SMILES string   [H]/N=C(\C#N)NS

Last column: natural (NBO) charge in e.
CARTESIAN COORDINATES (ANGSTROEM)
C  0.252  0.503  0.312  0.320
C  -0.827  1.045  -0.534  0.167
H  -0.597  -2.891  -0.331  0.141
H  1.548  -1.073  0.320  0.419
H  0.363  2.094  0.951  0.345
N  0.490  -0.832  0.164  -0.757
N  0.611  1.222  1.299  -0.574
N  -1.730  1.568  -1.019  -0.259
S  -0.110  -1.636  -1.162  0.198

Record 3
Computed, not measured: a molecular structure, C2H4AuLiO in a non-equilibrium geometry, with ωB97M-V with the def2-TZVPD basis set.

Output
HOMO (alpha / beta)   -19.3 / -20.9 eV
Multiplicity   3
LUMO (alpha / beta)   -0.397 / -0.449 Eh
Net charge   +2
<S²>   2.012

Last column: Mulliken spin population.
CARTESIAN COORDINATES (ANGSTROEM)
C  -0.209  -0.140  0.250  0.037
H  -0.784  -0.433  1.143  0.028
C  0.479  -1.138  -0.459  0.365
H  0.370  -2.174  -0.129  0.012
H  0.723  -0.978  -1.519  0.014
O  0.271  1.143  0.332  0.292
Li  -0.999  2.502  0.264  0.037
Au  2.015  0.509  0.135  0.329
H  -1.866  0.710  -0.017  0.887

Record 4
Computed, not measured: a molecular structure, C2H5NO, with ωB97M-V with the def2-TZVPD basis set.

Output
HOMO   -10.3 eV
Multiplicity   1
LUMO   -0.032 Eh
Net charge   0

Last column: natural (NBO) charge in e.
CARTESIAN COORDINATES (ANGSTROEM)
C  0.526  -1.055  -0.495  -0.630
C  0.060  0.117  0.464  0.560
O  0.365  0.214  1.632  -0.605
N  -0.642  0.728  -0.447  -0.337
H  1.616  -1.024  -0.446  0.245
H  0.200  -0.999  -1.534  0.251
H  0.137  -1.964  -0.034  0.244
H  -1.322  1.838  0.733  0.148
H  -0.940  2.146  0.127  0.124

Record 5
Computed, not measured: a molecular structure, C2H2LiNaO2 in a non-equilibrium geometry, with ωB97M-V with the def2-TZVPD basis set.

Output
HOMO   -5.0 eV
Multiplicity   1
LUMO   -0.046 Eh
Net charge   0

Last column: natural (NBO) charge in e.
CARTESIAN COORDINATES (ANGSTROEM)
C  1.116  0.189  -0.451  0.064
C  -0.086  -0.462  -0.364  -0.085
O  -1.094  -0.125  0.479  -1.161
O  1.434  1.338  0.121  -0.937
H  -0.157  -1.442  -0.869  0.112
Li  -2.473  -1.073  0.991  0.956
Na  -0.206  1.581  1.606  0.939
H  1.466  -0.005  -1.514  0.111

Record 6
Computed, not measured: 8 unconnected molecules or ions with the total composition C30H38F4N2O22S2 in a non-equilibrium geometry, with ωB97M-V with the def2-TZVPD basis set.

Output
HOMO   -10.2 eV
Multiplicity   1
LUMO   -0.033 Eh
Net charge   0
SMILES string   O=[N+]([O-])c1ccccc1.O=[N+]([O-])c1ccccc1.O=C1OC[C@@H](F)O1.O=C1OC[C@@H](F)O1.O=C1OC[C@@H](F)O1.O=C1OC[C@@H](F)O1.CCOS(C)(=O)=O.CCOS(C)(=O)=O

Last column: Mulliken charge in e.
CARTESIAN COORDINATES (ANGSTROEM)
C  -44.153  17.708  8.565  -0.252
C  -43.113  16.779  8.645  -0.411
C  -43.370  15.464  8.968  -0.278
C  -44.643  15.027  9.229  0.084
C  -45.716  15.995  9.191  -0.206
C  -45.471  17.298  8.767  -0.528
N  -44.933  13.702  9.925  0.947
O  -46.101  13.382  10.045  -0.565
O  -43.998  12.951  10.136  -0.580
H  -43.900  18.755  8.487  0.347
H  -42.082  17.088  8.551  0.353
H  -42.520  14.813  9.117  0.384
H  -46.696  15.786  9.594  0.367
H  -46.204  18.079  8.907  0.338
C  -37.845  7.438  14.061  -0.640
C  -37.222  7.198  15.280  -0.297
C  -37.890  7.418  16.520  -0.257
C  -39.212  7.941  16.568  -0.016
C  -39.756  8.317  15.339  -0.276
C  -39.076  8.140  14.137  -0.325
N  -39.947  8.161  17.832  0.982
O  -41.030  8.703  17.815  -0.575
O  -39.403  7.771  18.873  -0.579
H  -37.375  7.268  13.103  0.397
H  -36.198  6.881  15.412  0.372
H  -37.265  7.247  17.384  0.402
H  -40.675  8.883  15.312  0.424
H  -39.509  8.585  13.253  0.390
O  -49.425  8.081  17.569  -0.603
S  -49.321  6.585  17.469  1.112
O  -50.505  5.760  17.260  -0.590
O  -48.294  6.177  16.234  -0.294
C  -46.976  6.737  16.189  -0.186
C  -46.537  6.797  14.742  -1.265
C  -48.429  5.978  18.924  -0.897
H  -46.306  6.238  16.888  0.308
H  -47.152  7.726  16.611  0.377
H  -46.320  5.796  14.369  0.313
H  -45.590  7.330  14.667  0.377
H  -47.219  7.287  14.047  0.320
H  -49.180  6.120  19.701  0.397
H  -47.607  6.656  19.155  0.287
H  -48.172  4.997  18.524  0.346
O  -31.410  8.962  8.497  -0.572
S  -31.374  8.354  9.804  1.108
O  -32.394  8.590  10.860  -0.586
O  -31.082  6.713  9.703  -0.301
C  -31.217  5.888  10.925  -0.172
C  -31.904  4.576  10.625  -1.197
C  -29.787  8.846  10.505  -0.922
H  -31.865  6.376  11.653  0.330
H  -30.249  5.825  11.423  0.329
H  -32.265  4.131  11.552  0.359
H  -31.270  3.800  10.197  0.305
H  -32.741  4.759  9.951  0.312
H  -29.788  8.509  11.541  0.317
H  -29.752  9.934  10.571  0.373
H  -28.964  8.442  9.915  0.318
C  -37.869  10.122  5.610  -0.315
C  -38.967  10.379  6.593  0.373
O  -39.400  9.148  7.103  -0.314
C  -38.585  8.172  6.685  0.659
O  -38.556  7.067  7.171  -0.519
O  -37.851  8.638  5.601  -0.347
F  -39.967  10.866  5.973  -0.288
H  -36.877  10.438  5.931  0.249
H  -38.125  10.505  4.622  0.246
H  -38.655  11.020  7.418  0.256
C  -35.132  12.812  15.663  -0.479
C  -35.130  14.284  15.529  0.372
O  -33.764  14.548  15.206  -0.307
C  -33.055  13.428  15.226  0.680
O  -31.833  13.372  15.056  -0.575
O  -33.780  12.475  15.739  -0.292
F  -35.338  14.738  16.768  -0.279
H  -35.396  12.355  14.710  0.288
H  -35.794  12.377  16.412  0.290
H  -35.832  14.765  14.849  0.301
C  -45.519  13.641  16.556  -0.413
C  -45.874  15.040  16.299  0.406
O  -44.681  15.765  16.428  -0.307
C  -43.674  14.815  16.340  0.662
O  -42.493  14.947  16.048  -0.558
O  -44.128  13.601  16.496  -0.283
F  -46.777  15.446  17.082  -0.272
H  -45.905  12.911  15.845  0.243
H  -45.784  13.361  17.576  0.269
H  -46.275  15.069  15.286  0.254
C  -31.430  8.054  19.522  -0.387
C  -30.166  8.356  20.296  0.280
O  -29.205  7.574  19.663  -0.299
C  -29.660  7.475  18.380  0.679
O  -28.921  7.240  17.448  -0.559
O  -30.902  7.701  18.308  -0.265
F  -30.352  8.131  21.601  -0.265
H  -32.047  8.949  19.443  0.240
H  -31.983  7.203  19.921  0.300
H  -29.763  9.365  20.209  0.275

Record 7
Computed, not measured: C4H4O2 in the gas phase, with ωB97M-V with the def2-TZVPD basis set.

Output
HOMO   -10.7 eV
Multiplicity   1
LUMO   -0.003 Eh
Net charge   0
SMILES string   C#CC(=O)CO

Last column: natural (NBO) charge in e.
CARTESIAN COORDINATES (ANGSTROEM)
O  1.519  1.695  -0.373  -0.704
C  1.096  0.414  -0.037  -0.149
C  -0.419  0.314  -0.190  0.492
O  -1.025  1.250  -0.675  -0.511
C  -1.092  -0.903  0.239  -0.142
C  -1.633  -1.917  0.603  -0.114
H  0.735  2.118  -0.761  0.488
H  1.370  0.140  0.997  0.198
H  1.570  -0.296  -0.725  0.198
H  -2.120  -2.814  0.923  0.243

Record 8
Computed, not measured: C2H5FN2 in the gas phase in a non-equilibrium geometry, with ωB97M-V with the def2-TZVPD basis set.

Output
HOMO   -9.8 eV
Multiplicity   1
LUMO   0.037 Eh
Net charge   0
SMILES string   [H]/N=C(/N)CF

Last column: natural (NBO) charge in e.
CARTESIAN COORDINATES (ANGSTROEM)
C  -0.577  0.073  -0.065  0.459
C  0.718  -0.938  0.189  -0.038
H  -1.084  1.988  -0.024  0.382
H  0.521  2.011  -0.268  0.432
H  -1.258  -1.468  -0.200  0.336
H  1.067  -1.089  1.206  0.190
H  0.981  -1.638  -0.470  0.180
N  -0.288  1.387  0.160  -0.834
N  -1.619  -0.545  -0.222  -0.672
F  1.540  0.219  -0.309  -0.434

Q: Which molar mass values were calculated for the entries above? A: 270.4, 101.1, 248.0, 59.1, 88.0, 918.8, 84.1, 76.1, in g mol⁻¹.